# C15H30BrNOP2Pd

A molecular structure, C15H30BrNOP2Pd (ωB97M-V/def2-TZVPD, OMol25).

Output
LUMO level (spin up / spin down) in eV: 0.8 / -1.3
Net charge: 0
Multiplicity: 5
Calculated total energy in eV: -111673.461
HOMO (spin up / spin down) in eV: -3.779 / -7.995
Orbital gap (spin up / spin down) in Ha: 0.1671 / 0.2476

Each line ends with the natural charge from an NBO analysis.
Geometry (Å):
Pd 0.094 0.047 -0.400  0.539
P -1.229 1.560 -1.356  1.043
P 1.255 -1.361 1.373  1.034
N -1.077 -1.373 -0.334  -0.408
H 0.556 1.308 -0.956  -0.166
C -1.220 1.126 -3.108  -0.975
H -1.774 1.945 -3.584  0.219
H -1.740 0.164 -3.237  0.252
H -0.192 1.047 -3.495  0.244
C -0.730 3.268 -1.171  -0.978
H -1.399 3.800 -1.854  0.218
H 0.322 3.398 -1.459  0.250
H -0.875 3.572 -0.128  0.275
C -2.945 1.447 -0.816  -0.984
H -3.434 2.270 -1.350  0.214
H -3.013 1.579 0.270  0.265
H -3.374 0.483 -1.118  0.248
C 1.920 -2.981 0.781  -0.960
H 2.126 -3.707 1.586  0.220
H 2.811 -2.828 0.165  0.247
H 1.147 -3.434 0.142  0.240
C 2.634 -0.592 2.332  -0.963
H 3.149 -1.284 3.017  0.224
H 2.203 0.230 2.918  0.258
H 3.383 -0.161 1.656  0.238
C 0.164 -2.019 2.687  -0.976
H 0.708 -2.662 3.397  0.221
H -0.627 -2.594 2.197  0.237
H -0.277 -1.146 3.175  0.255
C -2.200 -1.746 0.154  0.032
C -4.197 -3.317 -0.012  -0.234
C -2.972 -2.824 -0.504  -0.184
C -2.913 -1.250 1.362  -0.158
C -4.114 -1.783 1.818  -0.245
C -4.789 -2.828 1.150  -0.189
H -4.759 -4.103 -0.490  0.215
H -2.618 -3.255 -1.416  0.213
H -2.524 -0.429 1.959  0.232
H -4.613 -1.435 2.713  0.216
H -5.735 -3.218 1.557  0.216
C 3.076 0.598 -1.371  0.610
O 2.593 -0.504 -1.007  -0.612
C 2.910 0.851 -2.852  -0.728
H 3.707 1.510 -3.240  0.214
H 1.870 1.165 -3.168  0.235
H 3.040 -0.164 -3.282  0.241
C 3.499 1.705 -0.439  -0.747
H 4.463 1.366 -0.069  0.242
H 2.796 1.825 0.419  0.269
H 3.715 2.685 -0.883  0.230
Br -0.286 1.366 1.806  -0.600

# C15H30Cl24FINb

A molecular structure, C15H30Cl24FINb (ωB97M-V/def2-TZVPD, OMol25).

Output
LUMO level in eV: 1.8
Net charge: -1
Multiplicity: 1
Calculated total energy in eV: -328946.275
HOMO in eV: -4.921
Orbital gap in Ha: 0.2460

Each line ends with the Mulliken charge.
Geometry (Å):
C 3.669 4.922 0.815  0.233
C 2.954 3.986 0.555  -0.255
C 1.925 3.017 0.226  -1.207
Nb -0.096 4.056 0.291  -0.250
F -1.751 4.982 0.296  -0.605
I -0.446 2.928 2.854  -0.144
H 4.021 5.913 0.966  0.416
H 1.954 2.183 0.924  0.604
H 2.125 2.655 -0.783  0.231
H -0.829 2.542 -0.502  0.066
H 0.316 4.655 -1.348  0.060
H 0.801 5.460 1.063  0.062
C 0.235 -0.522 -0.100  -0.036
Cl 1.054 0.096 -1.532  -0.102
Cl -0.961 -1.768 -0.521  -0.183
H 0.973 -0.957 0.561  0.160
H -0.275 0.303 0.390  0.048
C -0.092 1.569 -5.273  0.088
Cl 1.662 1.629 -4.992  -0.178
Cl -0.974 1.159 -3.803  -0.066
H -0.418 2.544 -5.616  -0.046
H -0.291 0.817 -6.024  0.201
C 5.537 1.530 2.853  -0.060
Cl 6.948 2.609 2.732  -0.200
Cl 4.039 2.367 2.469  -0.082
H 5.672 0.717 2.154  -0.003
H 5.490 1.148 3.865  0.290
C -3.709 -1.027 -5.686  0.366
Cl -3.324 -2.708 -6.065  -0.173
Cl -2.666 0.106 -6.558  -0.104
H -4.740 -0.836 -5.955  0.332
H -3.543 -0.857 -4.625  -0.428
C -0.363 1.788 6.566  -0.286
Cl -0.548 0.338 5.589  -0.110
Cl -0.978 1.565 8.220  -0.154
H 0.689 2.038 6.620  0.303
H -0.917 2.593 6.096  0.238
C -5.142 -1.571 -1.481  -0.413
Cl -4.797 -3.262 -1.864  -0.155
Cl -4.179 -0.465 -2.465  -0.094
H -6.191 -1.381 -1.669  0.369
H -4.908 -1.396 -0.438  0.292
C -2.194 3.184 -8.708  0.033
Cl -1.303 3.976 -7.403  -0.152
Cl -3.807 3.874 -8.923  -0.165
H -1.638 3.310 -9.629  0.299
H -2.299 2.132 -8.469  -0.004
C -6.551 -6.038 0.423  -0.266
Cl -7.622 -6.082 -0.983  -0.148
Cl -6.751 -4.553 1.357  -0.141
H -6.785 -6.881 1.061  0.309
H -5.525 -6.097 0.080  0.244
C 7.539 -2.622 1.989  -0.309
Cl 6.012 -2.226 1.191  -0.081
Cl 7.916 -1.517 3.315  -0.147
H 7.466 -3.626 2.388  0.262
H 8.334 -2.564 1.256  0.280
C 2.032 -1.823 -4.350  0.423
Cl 2.356 -3.132 -3.208  -0.152
Cl 0.927 -2.318 -5.644  -0.170
H 1.580 -1.004 -3.808  -0.448
H 2.968 -1.512 -4.796  0.317
C 1.318 -4.200 1.039  -0.349
Cl 2.697 -3.159 0.662  -0.099
Cl 0.222 -3.459 2.210  -0.128
H 0.765 -4.387 0.125  0.247
H 1.695 -5.127 1.451  0.326
C -1.347 0.148 11.643  -0.143
Cl -1.089 -1.245 12.704  -0.167
Cl -3.055 0.586 11.528  -0.147
H -0.800 0.993 12.043  0.285
H -0.986 -0.099 10.652  0.165

# C15H30Cl6O6S3

6 unconnected molecules or ions with the total composition C15H30Cl6O6S3 (ωB97M-V/def2-TZVPD, OMol25).

Output
LUMO level in eV: 0.5
Net charge: 0
Structure (SMILES): O=S1(=O)CCCC1.O=S1(=O)CCCC1.O=S1(=O)CCCC1.ClCCl.ClCCl.ClCCl
Multiplicity: 1
Calculated total energy in eV: -135965.133
HOMO in eV: -10.319
Orbital gap in Ha: 0.3984

Each line ends with the natural charge from an NBO analysis.
Geometry (Å):
O 0.378 -1.669 0.466  -0.966
S 0.840 -2.273 1.710  2.148
O 1.908 -3.263 1.557  -0.960
C 1.399 -0.980 2.858  -0.663
C 0.414 -0.935 4.014  -0.404
C -0.837 -1.649 3.423  -0.418
C -0.389 -2.945 2.786  -0.674
H 1.492 -0.089 2.248  0.256
H 2.397 -1.252 3.114  0.250
H 0.836 -1.465 4.849  0.209
H 0.177 0.042 4.371  0.232
H -1.274 -0.979 2.693  0.225
H -1.627 -1.808 4.213  0.230
H -1.127 -3.493 2.223  0.284
H 0.138 -3.632 3.471  0.254
O 0.582 6.854 3.207  -0.953
S -0.405 6.256 2.401  2.196
O -1.203 5.190 2.976  -0.949
C -1.485 7.571 1.815  -0.690
C -1.182 7.788 0.340  -0.406
C -0.675 6.379 -0.240  -0.393
C 0.254 5.807 0.825  -0.699
H -1.185 8.469 2.420  0.255
H -2.542 7.296 2.049  0.252
H -2.097 8.140 -0.235  0.223
H -0.465 8.558 0.239  0.212
H -0.179 6.369 -1.164  0.226
H -1.560 5.750 -0.383  0.213
H 1.194 6.293 0.845  0.238
H 0.472 4.734 0.677  0.272
O -1.985 -3.791 -0.285  -0.976
S -1.277 -5.040 -0.510  2.178
O -0.939 -5.871 0.609  -0.948
C -2.055 -5.979 -1.828  -0.668
C -0.990 -6.151 -2.910  -0.412
C 0.365 -5.921 -2.289  -0.414
C 0.200 -4.676 -1.398  -0.690
H -2.808 -5.268 -2.127  0.258
H -2.477 -6.850 -1.425  0.245
H -1.158 -7.113 -3.357  0.226
H -1.221 -5.475 -3.728  0.220
H 1.180 -5.674 -2.918  0.228
H 0.700 -6.756 -1.685  0.222
H -0.008 -3.767 -2.016  0.240
H 1.042 -4.498 -0.695  0.286
Cl 3.811 1.013 -3.505  -0.008
C 5.320 1.826 -3.232  -0.407
Cl 5.249 3.520 -3.808  -0.051
H 5.442 1.999 -2.124  0.239
H 6.118 1.336 -3.774  0.229
Cl -1.593 -0.570 -3.414  -0.035
C -2.648 -1.550 -2.371  -0.416
Cl -3.465 -2.928 -3.074  -0.023
H -2.121 -1.921 -1.499  0.259
H -3.418 -0.843 -2.010  0.223
Cl 2.181 1.626 0.046  -0.060
C 0.873 1.013 -0.980  -0.387
Cl -0.489 2.203 -0.894  -0.061
H 1.332 1.017 -1.983  0.229
H 0.594 0.024 -0.585  0.274

# C15H30F4Li4N2O23S4

A molecular structure, C15H30F4Li4N2O23S4 (ωB97M-V/def2-TZVPD, OMol25).

Output
LUMO level (spin up / spin down) in eV: -10.9 / -13.7
Net charge: +3
Multiplicity: 2
Calculated total energy in eV: -121113.007
HOMO (spin up / spin down) in eV: -16.131 / -16.131
Orbital gap (spin up / spin down) in Ha: 0.1935 / 0.0907

Each line ends with the Mulliken charge.
Geometry (Å):
Li 0.674 -0.622 3.732  0.883
Li 1.330 0.896 2.010  0.895
Li -1.656 -4.421 2.754  0.891
Li -2.032 -2.126 4.793  0.862
N -2.962 -3.680 4.041  -0.383
S -4.449 -3.385 3.315  1.136
O -5.180 -2.189 3.803  -0.542
O -5.155 -4.497 2.632  -0.463
F -3.796 -2.722 2.023  -0.191
S -3.565 -4.850 4.851  1.003
O -3.484 -6.156 4.167  -0.523
O -4.650 -4.577 5.781  -0.510
F -2.384 -5.010 5.914  -0.296
N -0.171 -0.327 1.921  -0.102
S -0.661 -1.638 0.875  0.591
O -1.245 -1.318 -0.464  -0.427
O -1.135 -2.812 1.528  -0.325
F 0.908 -2.035 0.547  -0.156
S -1.609 0.107 2.088  0.724
O -2.355 -0.661 3.135  -0.589
O -2.264 0.644 0.886  -0.437
F -1.154 1.429 2.928  -0.241
C -0.505 3.171 -0.555  0.010
O -0.163 4.186 0.331  -0.324
C 0.268 3.925 1.615  0.525
O 0.844 2.922 1.969  -0.222
O 0.052 5.016 2.354  -0.301
C 0.637 5.050 3.656  -0.688
H 0.395 2.727 -0.980  0.077
H -1.091 3.504 -1.411  0.330
H -1.195 2.462 -0.098  -0.108
H 0.352 4.213 4.293  0.269
H 0.203 5.918 4.152  0.275
H 1.695 5.297 3.562  0.327
C -6.065 6.035 -1.314  -0.676
O -6.307 4.662 -1.567  -0.192
C -5.255 3.835 -1.635  0.933
O -4.103 4.252 -1.725  -0.100
O -5.636 2.596 -1.503  -0.214
C -4.672 1.495 -1.480  -0.477
H -5.739 6.225 -0.291  0.330
H -6.849 6.755 -1.550  0.275
H -5.232 6.292 -1.967  0.319
H -5.382 0.678 -1.350  0.279
H -3.998 1.556 -0.626  0.182
H -4.135 1.530 -2.428  0.396
C 3.155 -3.018 -4.880  -0.301
O 1.762 -2.764 -4.992  -0.364
C 0.953 -3.252 -4.110  0.839
O 1.272 -3.905 -3.167  -0.559
O -0.252 -2.917 -4.506  -0.362
C -1.256 -2.766 -3.557  -0.257
H 3.413 -2.483 -3.966  0.043
H 3.732 -2.638 -5.724  0.218
H 3.410 -4.071 -4.756  0.296
H -1.582 -3.753 -3.229  0.329
H -2.139 -2.339 -4.032  0.289
H -0.953 -2.113 -2.738  -0.127
C 1.588 -0.104 -2.354  -0.485
O 2.575 0.849 -2.083  -0.377
C 2.819 1.198 -0.775  0.677
O 2.233 0.777 0.244  -0.261
O 3.751 2.100 -0.721  -0.425
C 4.120 2.706 0.462  -0.454
H 0.702 0.492 -2.571  0.443
H 1.442 -0.919 -1.645  -0.005
H 1.856 -0.610 -3.282  0.244
H 3.305 3.202 0.990  0.047
H 4.790 3.523 0.196  0.256
H 4.651 1.938 1.025  0.281
C 3.762 -3.783 -0.468  -0.484
O 4.768 -2.929 0.112  -0.357
C 5.292 -1.911 -0.541  0.871
O 4.990 -1.620 -1.708  -0.588
O 6.134 -1.297 0.325  -0.346
C 6.851 -0.162 -0.056  -0.677
H 2.825 -3.267 -0.677  0.067
H 3.546 -4.649 0.158  0.299
H 4.132 -4.174 -1.416  0.303
H 7.029 0.317 0.907  0.237
H 6.419 0.569 -0.739  0.325
H 7.782 -0.580 -0.438  0.339

> Number 1 is which compound?

C15H30BrNOP2Pd